[1]
Entry from OMol25: a structure of composition C28H52P2Ti (ωB97M-V/def2-TZVPD).

Properties
HOMO-LUMO gap (alpha / beta), eV: 6.32 / 5.41
DFT total energy, a.u.: -2629.651572
2S+1: 2
Net charge: +1
Expectation value of S²: 0.7815
Molecular weight, g mol⁻¹: 498.5
Relative energy (zero: lowest compared OMol25 entry of this formula, charge and spin), kcal per mole: 39.6
Max |F|, eV Å⁻¹: 3.7

Positions of all 83 atoms, in Å:
Ti  -0.583  -0.423  -0.972
C  -1.611  2.326  0.053
C  -2.339  1.119  -0.401
C  -2.646  1.406  1.917
C  -1.800  2.477  1.451
C  -2.947  0.541  0.816
C  -1.090  3.403  -0.815
H  -1.271  3.218  -1.870
H  -0.011  3.598  -0.664
H  -1.629  4.337  -0.561
C  -1.484  3.658  2.271
H  -1.065  4.464  1.653
H  -0.751  3.421  3.061
H  -2.387  4.039  2.783
C  -3.248  1.340  3.264
H  -3.530  2.340  3.660
H  -2.560  0.906  4.011
H  -4.155  0.723  3.272
C  -4.047  -0.443  0.867
H  -4.990  0.025  1.222
H  -3.820  -1.258  1.571
H  -4.258  -0.887  -0.117
C  -2.947  0.981  -1.762
H  -4.045  1.197  -1.745
H  -2.853  -0.071  -2.107
H  -2.535  1.671  -2.515
C  2.989  -0.660  -2.567
C  2.460  0.349  -3.291
C  1.494  0.164  -4.420
C  0.569  -1.102  -4.318
C  0.037  -1.455  -2.940
C  0.696  -2.424  -2.182
C  1.974  -3.020  -2.635
C  3.141  -2.032  -3.045
H  2.040  0.057  -5.350
H  1.085  -1.945  -4.752
H  0.883  1.065  -4.473
H  3.236  -2.059  -4.135
H  3.617  -0.425  -1.708
H  2.813  1.366  -3.147
H  4.063  -2.459  -2.636
H  2.319  -3.657  -1.834
H  0.172  -3.029  -1.428
H  1.839  -3.705  -3.474
H  -0.293  -0.880  -4.958
H  -1.034  -1.163  -2.725
P  1.662  0.464  0.197
P  -0.710  -2.405  0.879
C  2.023  -1.357  0.275
C  1.183  -2.546  0.831
H  2.969  -1.384  0.813
H  2.279  -1.573  -0.779
H  1.350  -3.503  0.290
H  1.425  -2.737  1.893
C  -1.324  -3.000  2.473
H  -2.305  -2.503  2.675
H  -0.608  -2.715  3.246
H  -1.459  -4.101  2.461
C  -1.834  -3.296  -0.373
H  -1.608  -4.385  -0.384
H  -1.725  -2.887  -1.394
H  -2.892  -3.125  -0.080
C  3.059  1.486  -0.029
H  2.785  2.400  -0.583
H  3.815  0.996  -0.650
H  3.553  1.799  0.887
C  0.764  0.967  -1.415
H  -0.381  1.167  -1.794
H  0.949  -0.066  -1.944
H  1.266  1.808  -1.960
C  0.391  1.350  4.157
C  1.202  1.376  2.876
C  2.642  1.051  3.315
C  0.698  0.389  1.836
H  0.492  0.378  4.678
H  -0.666  1.554  4.016
H  0.802  2.108  4.812
H  1.167  2.395  2.417
H  2.653  0.164  3.956
H  3.344  0.835  2.506
H  3.032  1.866  3.903
H  0.795  -0.626  2.230
H  -0.284  0.564  1.435

=====

[2]
Entry from OMol25: a cluster of 6 separate species, C28H53BrFN3O16S5 in total (ωB97M-V/def2-TZVPD).

Properties
HOMO-LUMO gap, eV: 8.48
Structure (SMILES): Nc1cnc2c(CC(=O)Br)c(CCCF)ccc2n1.CCOS(C)(=O)=O.CCOS(C)(=O)=O.CCOS(C)(=O)=O.CCOS(C)(=O)=O.CCOS(C)(=O)=O
DFT total energy, a.u.: -7131.625664
2S+1: 1
Molecular weight, g mol⁻¹: 947.0
Max |F|, eV Å⁻¹: 0.8

Positions of all 107 atoms, in Å:
N  0.060  0.254  0.494
C  0.361  1.555  0.097
C  -0.325  2.644  0.731
N  -0.105  3.878  0.412
C  0.808  4.119  -0.581
C  1.090  5.453  -0.957
C  0.367  6.554  -0.230
C  -1.120  6.551  -0.437
O  -1.965  6.481  0.380
Br  -1.603  6.755  -2.321
C  2.014  5.700  -1.954
C  2.373  7.088  -2.415
C  3.270  7.903  -1.457
C  4.153  7.093  -0.544
F  5.207  6.550  -1.274
C  2.644  4.608  -2.594
C  2.375  3.313  -2.243
C  1.456  3.042  -1.220
N  1.216  1.743  -0.861
H  0.832  -0.352  0.237
H  -0.028  0.196  1.505
H  -1.050  2.427  1.504
H  0.526  6.501  0.844
H  0.721  7.523  -0.572
H  2.830  7.034  -3.396
H  1.443  7.637  -2.564
H  3.943  8.503  -2.066
H  2.681  8.586  -0.849
H  4.579  7.735  0.227
H  3.622  6.284  -0.044
H  3.352  4.818  -3.381
H  2.874  2.496  -2.741
C  -2.218  -4.476  -3.812
C  -1.855  -3.317  -4.717
O  -1.704  -2.063  -4.009
S  -0.394  -1.861  -3.133
C  -0.568  -0.151  -2.810
O  0.750  -2.120  -3.955
O  -0.542  -2.563  -1.893
H  -1.408  -4.715  -3.125
H  -2.424  -5.360  -4.414
H  -3.101  -4.242  -3.219
H  -0.943  -3.515  -5.282
H  -2.653  -3.124  -5.430
H  -0.480  0.412  -3.736
H  0.231  0.111  -2.116
H  -1.535  0.007  -2.339
C  -1.063  -0.658  7.165
C  -1.554  0.613  6.510
O  -0.471  1.508  6.138
S  0.381  1.134  4.867
C  1.253  2.651  4.706
O  -0.514  0.973  3.754
O  1.296  0.081  5.174
H  -0.493  -1.274  6.472
H  -1.911  -1.247  7.512
H  -0.416  -0.426  8.010
H  -2.166  0.412  5.630
H  -2.160  1.194  7.201
H  0.545  3.445  4.482
H  1.957  2.522  3.887
H  1.785  2.843  5.634
C  3.977  -0.423  -5.976
C  5.119  0.075  -6.837
O  5.354  1.500  -6.708
S  6.057  2.010  -5.382
C  6.385  3.653  -5.915
O  7.283  1.296  -5.203
O  5.099  2.040  -4.320
H  4.207  -0.340  -4.915
H  3.781  -1.472  -6.200
H  3.071  0.152  -6.166
H  6.048  -0.456  -6.626
H  4.892  -0.060  -7.893
H  7.095  3.622  -6.736
H  6.808  4.177  -5.060
H  5.449  4.114  -6.218
C  -6.203  -4.742  4.623
C  -4.776  -5.224  4.781
O  -3.835  -4.498  3.954
S  -3.444  -3.029  4.412
C  -2.088  -2.803  3.317
O  -2.970  -3.089  5.763
O  -4.486  -2.115  4.061
H  -6.327  -3.726  4.994
H  -6.870  -5.396  5.184
H  -6.497  -4.751  3.574
H  -4.444  -5.177  5.819
H  -4.681  -6.256  4.451
H  -1.305  -3.511  3.574
H  -1.741  -1.779  3.456
H  -2.436  -2.949  2.298
C  -4.012  -7.857  2.908
C  -4.344  -6.651  2.054
O  -3.176  -5.915  1.631
S  -2.285  -6.539  0.470
C  -1.321  -5.109  0.156
O  -3.134  -6.823  -0.648
O  -1.458  -7.577  1.005
H  -3.474  -8.613  2.341
H  -4.935  -8.301  3.284
H  -3.388  -7.566  3.753
H  -4.929  -6.926  1.175
H  -4.923  -5.925  2.622
H  -1.964  -4.322  -0.226
H  -0.578  -5.380  -0.590
H  -0.831  -4.807  1.078

=====

[3]
Entry from OMol25: a cluster of 7 separate species, C28H53ClN2O8PS in total (ωB97M-V/def2-TZVPD).

Properties
HOMO-LUMO gap, eV: 4.62
DFT total energy, a.u.: -3009.544590
2S+1: 1
Net charge: -1
Molecular weight, g mol⁻¹: 644.2
Max |F|, eV Å⁻¹: 8.9

Positions of all 94 atoms, in Å:
O  -2.263  3.493  2.617
P  -1.119  2.377  3.342
Cl  0.514  2.018  2.013
C  -1.946  0.635  3.610
C  -0.783  -0.222  4.403
C  -0.808  -1.844  4.056
C  0.381  -2.313  3.013
C  -0.212  -3.014  1.622
C  0.217  -2.225  0.251
C  1.791  -2.388  -0.181
C  2.234  -1.438  -1.459
S  1.149  -1.645  -2.982
C  -0.497  -0.755  -2.730
N  -1.760  -1.489  -3.228
N  -2.755  -0.561  -2.849
C  -2.222  0.706  -2.147
O  -0.749  0.544  -2.082
H  -2.931  2.932  2.107
H  -2.216  0.151  2.576
H  -1.029  -0.139  5.563
H  0.307  0.178  4.224
H  -1.895  -2.081  3.691
H  -0.671  -2.440  5.081
H  1.143  -1.448  2.807
H  0.997  -3.155  3.592
H  -0.009  -4.176  1.573
H  -1.397  -2.909  1.717
H  -0.088  -1.072  0.242
H  -0.422  -2.714  -0.630
H  2.461  -2.084  0.746
H  2.025  -3.522  -0.468
H  2.292  -0.296  -1.213
H  3.336  -1.772  -1.766
H  -2.848  1.601  -1.722
C  5.798  1.923  -0.679
C  5.324  0.745  -1.488
O  4.730  -0.194  -0.962
C  5.605  0.762  -2.967
H  5.526  1.774  0.371
H  6.886  2.008  -0.750
H  5.320  2.837  -1.038
H  6.684  0.796  -3.140
H  5.118  1.625  -3.428
H  5.206  -0.151  -3.423
C  -3.085  0.880  -8.141
C  -3.551  -0.115  -7.113
O  -4.478  -0.888  -7.346
C  -2.839  -0.127  -5.787
H  -3.690  0.775  -9.048
H  -3.206  1.896  -7.757
H  -2.039  0.691  -8.395
H  -2.948  0.844  -5.297
H  -1.781  -0.362  -5.935
H  -3.281  -0.896  -5.144
C  1.376  3.038  -8.753
C  0.910  2.043  -7.724
O  -0.017  1.269  -7.958
C  1.623  2.030  -6.398
H  0.771  2.933  -9.660
H  1.255  4.054  -8.368
H  2.422  2.848  -9.006
H  1.513  3.001  -5.909
H  2.680  1.796  -6.547
H  1.180  1.262  -5.756
C  5.168  -5.001  0.734
C  4.026  -5.774  1.338
O  2.870  -5.358  1.276
C  4.354  -7.075  2.021
H  4.783  -4.084  0.275
H  5.885  -4.728  1.512
H  5.654  -5.601  -0.040
H  5.035  -6.895  2.856
H  4.804  -7.767  1.305
H  3.433  -7.522  2.410
C  -4.898  7.896  3.459
C  -4.292  7.070  4.562
O  -4.734  7.112  5.709
C  -3.124  6.189  4.206
H  -5.732  8.482  3.862
H  -4.151  8.583  3.056
H  -5.279  7.242  2.671
H  -2.297  6.800  3.836
H  -3.426  5.458  3.451
H  -2.790  5.651  5.100
C  -3.042  -1.289  8.541
C  -2.903  -2.000  7.222
O  -1.797  -2.261  6.751
C  -4.168  -2.381  6.501
H  -2.047  -1.076  8.946
H  -3.571  -0.343  8.399
H  -3.581  -1.923  9.250
H  -4.747  -1.484  6.268
H  -4.757  -3.064  7.119
H  -3.914  -2.887  5.564

=====

[4]
Entry from OMol25: a structure of composition C28H53N7O6PSbSi3Tl (ωB97M-V/def2-TZVPD).

Properties
HOMO-LUMO gap, eV: 6.26
DFT total energy, a.u.: -3555.881599
2S+1: 1
Net charge: +1
Molecular weight, g mol⁻¹: 1025.1
Max |F|, eV Å⁻¹: 1.1

Positions of all 100 atoms, in Å:
Tl  0.351  -0.390  0.367
O  -2.598  1.772  1.930
N  -2.884  2.558  0.879
N  -1.879  2.617  0.135
O  -0.781  1.997  0.311
C  -1.985  3.459  -1.067
C  -2.730  4.624  -1.065
C  -2.791  5.369  -2.233
C  -2.118  4.944  -3.373
C  -1.380  3.768  -3.351
C  -1.309  3.018  -2.188
H  -3.244  4.944  -0.169
H  -3.367  6.285  -2.253
H  -2.168  5.534  -4.279
H  -0.872  3.425  -4.244
H  -0.766  2.082  -2.147
C  3.938  0.100  1.484
O  3.516  1.439  1.166
P  1.963  1.796  1.191
O  1.996  3.366  0.963
C  2.189  3.971  -0.332
O  1.672  1.743  2.764
C  0.545  2.416  3.366
H  3.747  -0.115  2.535
H  5.005  0.055  1.295
H  3.434  -0.629  0.845
H  2.209  5.043  -0.169
H  1.366  3.724  -1.000
H  3.138  3.653  -0.762
H  0.803  3.455  3.554
H  0.345  1.910  4.307
H  -0.337  2.362  2.728
N  -0.903  -0.215  -1.668
C  -0.547  -0.538  -2.732
C  -0.124  -0.917  -3.994
C  0.121  0.080  -4.981
N  0.352  0.908  -5.752
C  0.223  -2.287  -4.199
N  0.526  -3.396  -4.311
C  2.992  -3.064  -1.509
N  3.187  -1.997  -2.482
C  3.938  -2.367  -3.683
C  3.556  -1.484  -4.848
C  3.670  -0.037  -4.426
N  2.914  0.199  -3.194
C  2.405  1.546  -3.004
C  2.736  -0.747  -2.248
O  2.168  -0.463  -1.149
H  3.949  -3.383  -1.089
H  2.511  -3.910  -2.000
H  2.356  -2.718  -0.702
H  3.709  -3.409  -3.901
H  5.010  -2.292  -3.481
H  2.534  -1.702  -5.157
H  4.215  -1.679  -5.693
H  3.261  0.618  -5.191
H  4.720  0.232  -4.269
H  1.742  1.805  -3.832
H  3.229  2.262  -2.974
H  1.857  1.596  -2.069
C  -3.324  0.741  4.442
Si  -3.730  2.073  3.240
C  -5.432  1.936  2.550
C  -3.342  3.769  3.841
Sb  -1.582  -1.827  1.983
Si  -2.015  -3.566  0.078
C  -3.270  -2.666  -0.950
C  -0.468  -3.967  -0.855
C  -2.781  -5.037  0.912
Si  0.418  -2.783  3.329
C  1.113  -1.262  4.148
C  1.725  -3.622  2.312
C  -0.300  -3.919  4.610
H  -3.925  0.851  5.351
H  -2.269  0.770  4.728
H  -3.541  -0.239  4.010
H  -6.181  2.146  3.320
H  -5.618  0.928  2.166
H  -5.578  2.641  1.730
H  -3.965  4.029  4.703
H  -3.543  4.505  3.056
H  -2.295  3.868  4.140
H  -2.855  -1.732  -1.330
H  -4.152  -2.427  -0.349
H  -3.592  -3.268  -1.807
H  0.001  -3.055  -1.234
H  -0.704  -4.586  -1.728
H  0.259  -4.503  -0.241
H  -3.545  -4.744  1.637
H  -2.034  -5.648  1.427
H  -3.264  -5.662  0.153
H  1.492  -0.534  3.428
H  1.936  -1.526  4.822
H  0.339  -0.767  4.742
H  2.091  -2.966  1.515
H  1.362  -4.545  1.854
H  2.573  -3.874  2.959
H  -1.057  -3.410  5.212
H  0.494  -4.258  5.285
H  -0.758  -4.804  4.159

=====

[5]
Entry from OMol25: a structure of composition C28H53NiO2PSe2Si2 (ωB97M-V/def2-TZVPD).

Properties
HOMO-LUMO gap (alpha / beta), eV: 7.27 / 8.06
DFT total energy, a.u.: -8480.695773
2S+1: 3
Expectation value of S²: 2.0091
Molecular weight, g mol⁻¹: 725.5
Relative energy (zero: lowest compared OMol25 entry of this formula, charge and spin), kcal per mole: 0.5
Max |F|, eV Å⁻¹: 3.3

Positions of all 89 atoms, in Å:
O  -1.239  -2.689  -2.542
O  -2.293  -0.483  -3.437
C  0.170  -2.934  -2.521
C  0.554  -4.367  -2.196
H  0.654  -2.247  -1.804
H  0.513  -2.645  -3.524
H  0.731  -4.483  -1.123
H  1.491  -4.588  -2.711
H  -0.209  -5.080  -2.520
C  -1.883  -2.920  -1.277
C  -3.357  -3.078  -1.521
H  -1.680  -2.073  -0.597
H  -1.469  -3.832  -0.813
H  -3.767  -2.212  -2.049
H  -3.876  -3.185  -0.563
H  -3.550  -3.979  -2.114
C  -3.341  0.504  -3.448
C  -2.024  -1.051  -4.737
C  -4.182  0.360  -2.207
H  -3.957  0.375  -4.354
H  -2.867  1.494  -3.494
H  -4.865  -0.489  -2.315
H  -4.800  1.252  -2.072
H  -3.575  0.228  -1.305
C  -2.988  -2.151  -5.085
H  -0.996  -1.428  -4.691
H  -2.061  -0.244  -5.488
H  -2.984  -2.923  -4.307
H  -2.682  -2.603  -6.033
H  -4.002  -1.757  -5.214
H  -1.107  -0.551  -2.300
Ni  0.899  0.824  0.303
C  -0.457  0.197  -1.578
Si  0.570  1.401  -2.633
H  -1.210  0.708  -0.963
H  0.136  -0.494  -0.953
C  1.753  0.366  -3.669
C  1.525  2.751  -1.714
C  -0.489  2.385  -3.840
C  2.615  -0.031  0.007
Si  3.906  1.074  0.849
H  2.791  -0.143  -1.082
H  2.643  -1.060  0.429
C  4.891  1.979  -0.482
C  5.041  -0.013  1.879
C  3.242  2.410  2.003
H  0.119  3.204  -4.252
H  -1.359  2.839  -3.347
H  -0.842  1.776  -4.683
H  2.462  -0.217  -3.071
H  2.332  1.038  -4.319
H  1.195  -0.330  -4.312
H  2.495  2.414  -1.327
H  0.948  3.198  -0.890
H  1.720  3.542  -2.452
H  5.131  -1.014  1.433
H  4.672  -0.131  2.907
H  6.043  0.436  1.921
H  2.789  1.985  2.908
H  2.489  3.063  1.539
H  4.089  3.042  2.311
H  5.927  2.082  -0.126
H  4.501  2.986  -0.682
H  4.913  1.422  -1.428
Se  0.226  -1.080  1.710
P  -0.300  0.623  3.004
Se  -0.453  2.265  1.504
C  -1.832  0.431  3.953
C  -3.064  0.788  3.384
C  -4.239  0.596  4.112
C  -4.185  0.050  5.400
C  -2.957  -0.314  5.961
C  -1.775  -0.133  5.238
C  1.000  0.852  4.243
C  0.998  2.025  5.016
C  2.001  2.224  5.969
C  3.006  1.267  6.142
C  3.016  0.105  5.361
C  2.017  -0.103  4.407
H  -3.079  1.226  2.382
H  -5.199  0.866  3.671
H  -5.106  -0.100  5.964
H  -2.911  -0.748  6.960
H  -0.809  -0.414  5.664
H  0.211  2.770  4.872
H  1.993  3.127  6.581
H  3.789  1.425  6.886
H  3.800  -0.642  5.497
H  2.014  -1.011  3.797

=====

Which formula does entry 3 have? C28H53ClN2O8PS